Record 1
C33H63N10O11 | ωB97M-V/def2-TZVPD

Each line ends with the Löwdin charge.
Positions of all 117 atoms, in Å:
N 5.223 -0.607 5.175  0.11
C 5.239 -0.911 4.053  -0.45
O 5.524 -1.096 2.831  -0.04
C 4.605 -0.270 1.938  -0.24
C 4.986 1.180 2.081  -0.21
C 4.331 2.067 0.999  -0.17
C 3.460 3.208 1.561  -0.22
N 2.020 3.074 1.271  -0.04
C 1.161 2.938 2.475  -0.17
C 0.422 1.621 2.419  -0.17
C 0.984 0.491 3.002  -0.03
C 0.331 -0.721 2.904  -0.09
C -0.878 -0.816 2.239  -0.08
C -1.444 0.304 1.657  -0.02
C -0.787 1.522 1.750  -0.27
O -1.371 2.618 1.117  0.01
O 4.991 -0.690 0.562  -0.18
N 5.156 -2.054 0.502  -0.09
O 4.542 -2.518 -0.409  -0.02
H 6.089 1.283 2.094  0.11
H 4.651 1.527 3.059  0.09
H 5.138 2.501 0.413  0.08
H 3.773 1.422 0.316  0.10
H 3.808 4.125 1.071  0.09
H 3.673 3.340 2.624  0.10
H 1.917 2.220 0.740  0.09
H 0.447 3.764 2.455  0.10
H 1.735 3.022 3.398  0.11
H 1.932 0.594 3.512  0.11
H 0.793 -1.596 3.342  0.09
H -1.405 -1.759 2.126  0.06
H -2.379 0.257 1.123  0.09
H -2.048 2.948 1.718  0.09
C -5.418 1.679 2.051  -0.34
O -4.270 1.550 1.668  0.01
N -6.090 0.752 2.752  -0.19
C -7.464 0.947 3.184  -0.07
C -5.406 -0.490 3.083  -0.03
H -6.013 2.586 1.842  0.13
H -7.517 0.894 4.273  0.09
H -8.093 0.170 2.759  0.08
H -7.832 1.915 2.859  0.07
H -4.515 -0.277 3.675  0.10
H -5.092 -1.000 2.170  0.09
H -6.075 -1.135 3.647  0.08
C 8.111 2.345 -1.309  -0.36
O 7.476 2.841 -0.400  0.02
N 8.145 1.039 -1.623  -0.19
C 8.943 0.549 -2.726  -0.07
C 7.365 0.078 -0.838  -0.02
H 8.740 2.962 -1.980  0.11
H 8.300 0.055 -3.459  0.09
H 9.680 -0.171 -2.362  0.09
H 9.464 1.371 -3.214  0.07
H 6.311 0.323 -0.882  0.08
H 7.683 0.114 0.203  0.10
H 7.524 -0.922 -1.235  0.09
C -2.885 -4.340 2.719  -0.32
O -2.620 -3.304 2.139  -0.02
N -1.989 -5.067 3.409  -0.19
C -2.347 -6.296 4.084  -0.06
C -0.612 -4.592 3.473  -0.03
H -3.902 -4.768 2.723  0.14
H -2.147 -6.205 5.154  0.09
H -1.761 -7.126 3.683  0.09
H -3.405 -6.509 3.940  0.08
H -0.583 -3.602 3.929  0.09
H -0.198 -4.515 2.468  0.10
H -0.012 -5.281 4.062  0.09
C -5.111 -4.421 -0.973  -0.37
O -5.618 -3.975 0.042  0.00
N -4.004 -3.948 -1.565  -0.18
C -3.464 -4.540 -2.769  -0.06
C -3.310 -2.800 -0.988  -0.02
H -5.543 -5.289 -1.505  0.13
H -2.446 -4.887 -2.575  0.09
H -3.444 -3.786 -3.557  0.06
H -4.073 -5.383 -3.093  0.08
H -2.991 -3.030 0.027  0.06
H -3.982 -1.943 -0.954  0.10
H -2.443 -2.559 -1.598  0.09
C 12.391 3.444 -3.643  -0.36
O 13.005 3.015 -4.601  0.01
N 11.739 4.622 -3.616  -0.20
C 11.021 5.084 -2.443  -0.06
C 11.760 5.454 -4.806  -0.05
H 12.316 2.886 -2.694  0.13
H 9.968 5.228 -2.693  0.09
H 11.441 6.032 -2.101  0.09
H 11.095 4.355 -1.639  0.08
H 11.324 4.912 -5.646  0.09
H 12.789 5.709 -5.063  0.09
H 11.193 6.364 -4.627  0.08
C -11.020 1.858 2.369  -0.34
O -10.236 1.162 2.985  0.00
N -11.760 1.437 1.326  -0.20
C -12.679 2.313 0.628  -0.06
C -11.625 0.056 0.891  -0.04
H -11.190 2.918 2.623  0.14
H -13.693 1.914 0.690  0.09
H -12.393 2.391 -0.423  0.09
H -12.663 3.306 1.072  0.08
H -11.885 -0.617 1.709  0.09
H -10.593 -0.143 0.601  0.10
H -12.282 -0.128 0.045  0.08
C -3.718 -1.917 -5.481  -0.38
O -4.219 -1.462 -4.472  0.01
N -2.603 -1.447 -6.071  -0.20
C -2.056 -2.040 -7.273  -0.06
C -1.929 -0.304 -5.471  -0.03
H -4.155 -2.784 -6.008  0.13
H -1.042 -2.397 -7.085  0.09
H -2.027 -1.298 -8.075  0.09
H -2.671 -2.879 -7.592  0.08
H -1.628 -0.543 -4.451  0.10
H -2.609 0.548 -5.434  0.09
H -1.052 -0.045 -6.058  0.09

The value obtained for the lowest unoccupied orbital energy is 1.67 eV. The total energy comes out at -72661.3411 eV. Its charge is -1. The highest occupied orbital energy comes out at -0.10491 Ha.

Record 2
C33H63N2O15 | ωB97M-V/def2-TZVPD

Each line ends with the Löwdin charge.
Positions of all 113 atoms, in Å:
O 1.689 -0.218 -2.457  0.11
C 0.660 -0.058 -3.168  -0.13
N -0.567 0.211 -3.568  0.09
C -1.541 0.026 -2.443  -0.27
C -2.371 1.316 -1.897  -0.04
C -3.927 0.923 -1.966  0.08
N -4.147 -0.341 -2.380  0.10
C -2.786 -0.980 -2.605  -0.08
H -0.851 -0.335 -1.578  0.14
H -2.228 2.061 -2.791  0.12
H -1.947 1.848 -0.976  0.15
H -4.726 1.714 -1.685  0.18
H -5.053 -0.830 -2.523  0.19
H -2.704 -1.612 -1.628  0.13
H -2.765 -1.760 -3.462  0.15
O -2.111 -1.231 0.743  0.04
C -1.447 -0.819 1.679  -0.51
O -1.626 0.433 2.131  0.00
C -1.037 0.953 3.336  -0.21
C 0.363 1.471 3.078  -0.06
C -0.360 -1.660 2.281  0.02
H -1.070 0.213 4.140  0.12
H -1.674 1.782 3.656  0.13
H 1.031 0.675 2.743  0.07
H 0.781 1.916 3.983  0.09
H 0.349 2.227 2.287  0.08
H 0.550 -1.550 1.688  0.10
H -0.679 -2.705 2.261  0.10
H -0.149 -1.428 3.322  0.05
O 1.491 -2.151 4.677  0.06
C 1.695 -3.250 5.157  -0.50
O 1.168 -4.344 4.583  0.00
C 1.498 -5.695 4.953  -0.22
C 0.652 -6.159 6.121  -0.06
C 2.457 -3.396 6.442  0.02
H 2.569 -5.800 5.139  0.12
H 1.275 -6.315 4.081  0.12
H 0.834 -5.557 7.014  0.07
H 0.866 -7.204 6.360  0.09
H -0.411 -6.062 5.885  0.08
H 1.777 -3.240 7.283  0.10
H 3.241 -2.636 6.469  0.09
H 2.959 -4.356 6.551  0.08
O 7.289 -2.524 6.154  0.10
C 6.924 -1.963 5.144  -0.52
O 6.052 -0.938 5.216  -0.01
C 5.702 -0.090 4.112  -0.23
C 4.586 -0.705 3.291  -0.07
C 7.359 -2.456 3.793  0.01
H 6.581 0.156 3.510  0.11
H 5.352 0.850 4.545  0.12
H 4.889 -1.656 2.848  0.07
H 4.284 -0.030 2.486  0.08
H 3.718 -0.912 3.922  0.06
H 6.707 -3.275 3.483  0.09
H 8.384 -2.822 3.872  0.10
H 7.369 -1.685 3.024  0.07
O 4.293 -7.338 2.642  0.10
C 3.929 -6.776 1.631  -0.52
O 3.057 -5.752 1.704  -0.02
C 2.707 -4.901 0.601  -0.23
C 1.593 -5.511 -0.224  -0.06
C 4.366 -7.268 0.280  0.01
H 3.587 -4.652 0.002  0.12
H 2.357 -3.962 1.038  0.12
H 1.896 -6.461 -0.669  0.07
H 1.292 -4.833 -1.026  0.08
H 0.723 -5.720 0.406  0.08
H 3.715 -8.087 -0.032  0.10
H 5.391 -7.634 0.360  0.10
H 4.377 -6.495 -0.488  0.07
O -1.681 4.205 -3.217  0.05
C -2.059 4.772 -4.227  -0.51
O -2.929 5.791 -4.142  0.01
C -3.293 6.649 -5.241  -0.21
C -4.414 6.037 -6.056  -0.06
C -1.635 4.287 -5.583  0.02
H -2.420 6.902 -5.849  0.09
H -3.642 7.585 -4.798  0.13
H -4.112 5.090 -6.508  0.07
H -4.725 6.716 -6.853  0.09
H -5.276 5.823 -5.418  0.08
H -2.288 3.468 -5.892  0.10
H -0.607 3.922 -5.516  0.09
H -1.633 5.062 -6.348  0.05
O -6.884 -0.164 0.903  0.08
C -6.429 -1.109 1.517  -0.52
O -7.252 -2.037 2.036  0.00
C -6.815 -3.280 2.610  -0.23
C -6.440 -3.104 4.067  -0.06
C -4.955 -1.209 1.785  0.00
H -6.010 -3.725 2.019  0.11
H -7.664 -3.966 2.539  0.13
H -5.602 -2.414 4.187  0.07
H -6.165 -4.063 4.513  0.08
H -7.279 -2.682 4.628  0.09
H -4.708 -0.616 2.668  0.11
H -4.419 -0.810 0.923  0.06
H -4.599 -2.230 1.918  0.07
O -0.968 6.905 -7.741  0.07
C 0.025 7.583 -7.565  -0.51
O -0.076 8.796 -6.996  0.00
C 1.043 9.592 -6.574  -0.23
C 1.591 10.412 -7.725  -0.06
C 1.365 7.121 -8.063  0.01
H 1.807 8.973 -6.096  0.12
H 0.666 10.267 -5.801  0.13
H 1.968 9.777 -8.528  0.07
H 2.404 11.058 -7.384  0.09
H 0.804 11.035 -8.157  0.09
H 1.467 7.383 -9.118  0.10
H 1.420 6.036 -7.954  0.09
H 2.207 7.526 -7.502  0.07

The value obtained for the lowest unoccupied orbital energy is -3.77 eV. The total energy comes out at -68926.7107 eV. Its charge is +1. The highest occupied orbital energy comes out at -0.42078 Ha.